[1]
Computed, not measured: 2 unconnected molecules or ions with the total composition C8H19IN in a non-equilibrium geometry, with wB97M-V/def2-TZVPD.

CARTESIAN COORDINATES (ANGSTROEM)
C1 -1.46314 -0.44068 -1.10816
C2 -1.57815 -0.31918 1.32922
C3 -1.97519 1.75912 -0.11802
C4 1.71339 -1.18383 -1.64439
C5 1.50997 -1.99469 0.84584
C6 0.82416 1.83771 0.88316
C7 -1.19447 0.43299 0.05491
C8 1.87864 -1.03092 -0.21476
N1 0.29922 0.77533 0.03633
I1 3.76002 0.03935 0.24956
H1 -1.45120 -1.53136 -0.92809
H2 -2.50259 -0.19982 -1.56007
H3 -0.83693 -0.29854 -1.93511
H4 -1.25182 -1.41879 1.23821
H5 -2.68766 -0.47712 1.44144
H6 -1.16274 0.37945 2.03006
H7 -1.42068 2.33775 -0.79058
H8 -3.05750 1.68859 -0.37096
H9 -2.01630 2.21495 0.81744
H10 0.89794 -1.67454 -1.96579
H11 1.67913 -0.19590 -2.09843
H12 2.54240 -1.66006 -2.22875
H13 1.33747 -3.03403 0.54995
H14 2.12712 -2.07602 1.74924
H15 0.51961 -1.65658 1.15267
H16 0.67080 1.76230 1.97242
H17 1.84172 2.11346 0.70569
H18 0.37810 2.82138 0.77164
H19 0.61866 1.02968 -0.86470

Results
LUMO level (alpha / beta) = -0.1965 / -0.1965 Eh
spin multiplicity = 1
largest force on an atom = 3.7 eV/Å
net charge = +1
energy relative to the best compared isomer or geometry (same formula, charge and spin) = 66.9 kcal per mole

[2]
Computed, not measured: 3 unconnected molecules or ions with the total composition CH9N2O2 in a non-equilibrium geometry, with wB97M-V/def2-TZVPD.

CARTESIAN COORDINATES (ANGSTROEM)
N1 -0.73873 0.97005 -0.81128
C1 -0.26218 -0.19703 -1.30153
N2 1.00526 -0.55150 -1.12253
H1 0.08807 1.59274 -0.45535
H2 -1.80478 1.02988 -0.71176
H3 -1.00897 -0.87908 -1.98074
H4 1.29455 -1.43381 -1.52706
H5 1.72493 0.09622 -0.87061
H6 3.12706 0.43957 1.07549
H7 2.42987 1.56296 1.78716
O1 2.58552 1.23918 0.90316
H8 -3.30898 -1.19424 2.23791
H9 -2.54311 -1.72898 1.12466
O2 -2.58850 -0.94597 1.65247

Results
LUMO level = -0.1418 Eh
spin multiplicity = 1
largest force on an atom = 3.4 eV/Å
net charge = +1
energy relative to the best compared isomer or geometry (same formula, charge and spin) = 36.9 kcal per mole

[3]
Computed, not measured: a molecular structure, C42H50Br2N10O7PSc in a non-equilibrium geometry, with wB97M-V/def2-TZVPD.

CARTESIAN COORDINATES (ANGSTROEM)
Sc1 -7.71761 3.21422 20.07894
O1 -11.91830 -0.90063 23.29292
C1 -10.99852 -0.18317 22.64354
C2 -10.87806 -0.19680 21.25430
C3 -9.93560 0.56882 20.62141
N1 -9.13391 1.43262 21.28222
C4 -9.23547 1.43190 22.63899
Br1 -7.93051 2.42491 23.58117
C5 -10.07057 0.62325 23.33596
H1 -12.34753 -1.44963 22.60932
H2 -11.49605 -0.84417 20.64064
H3 -9.81268 0.63554 19.57431
H4 -10.18790 0.77142 24.42647
Br2 -14.91882 2.73243 23.33553
C6 -13.30315 3.44387 22.68464
C7 -13.00262 3.62705 21.33856
C8 -11.76845 4.13230 20.85858
C9 -10.79900 4.30763 21.85606
C10 -11.05054 4.16584 23.20707
C11 -12.30373 3.68892 23.65779
N2 -9.47057 4.69115 21.51243
C12 -8.99665 5.76811 21.85598
C13 -7.50089 5.99094 21.83580
C14 -6.91012 7.06387 22.53239
C15 -5.56866 7.28257 22.46053
C16 -4.73875 6.37444 21.82307
C17 -5.40800 5.25713 21.25761
N3 -6.70709 5.16339 21.19954
H5 -13.76851 3.35756 20.53431
H6 -11.58498 4.14318 19.81051
H7 -10.23851 4.34877 23.86674
H8 -12.42448 3.51915 24.70973
H9 -9.62642 6.58269 22.26526
H10 -7.52135 7.74437 23.11717
H11 -5.27620 8.15000 23.07738
H12 -3.68151 6.34598 21.94976
H13 -4.84717 4.47541 20.76926
O2 -10.07788 1.97936 14.50093
C18 -9.79169 2.07682 15.64982
C19 -8.64389 1.32600 16.27886
O3 -7.78323 0.67890 15.76265
C20 -8.72164 1.65400 17.68764
C21 -9.53536 2.77994 17.84975
O4 -9.52437 3.41303 19.00191
C22 -10.35713 3.03420 16.62565
O5 -11.27515 3.82672 16.37175
O6 -7.92044 1.39062 18.64172
N4 -5.87245 2.42891 20.39707
P1 -4.78842 1.32190 20.24954
N5 -3.27777 1.94024 19.71999
C23 -2.07194 1.14412 19.58751
C24 -0.82463 1.99900 19.75712
C25 -1.15364 3.23604 20.58430
C26 -2.18446 4.07691 19.83902
C27 -3.13293 3.21503 19.08024
N6 -5.17284 -0.01806 19.28001
C28 -6.31431 -0.86089 19.63991
C29 -5.99736 -2.26968 19.24029
C30 -5.62925 -2.40846 17.72859
C31 -4.70365 -1.32705 17.32897
C32 -5.09062 0.05486 17.81924
N7 -4.44794 0.52451 21.65733
C33 -4.47151 1.33688 22.94168
C34 -4.76159 0.37781 24.09020
C35 -3.59440 -0.52274 24.29458
C36 -3.06036 -1.03734 22.92850
C37 -4.03631 -0.86941 21.82662
H14 -2.01808 0.72935 18.55153
H15 -2.10735 0.28024 20.22230
H16 -0.40261 2.38966 18.83226
H17 0.04255 1.42686 20.01239
H18 -0.29560 3.93729 20.87054
H19 -1.46005 3.00605 21.53718
H20 -1.62052 4.71737 19.11495
H21 -2.61270 4.78398 20.53081
H22 -2.98040 3.10607 17.96063
H23 -4.12182 3.66879 18.98222
H24 -7.26378 -0.51664 19.21375
H25 -6.46229 -0.89783 20.70548
H26 -6.83052 -2.90715 19.49087
H27 -5.14294 -2.61926 19.85317
H28 -6.57429 -2.39547 17.19815
H29 -5.15763 -3.36231 17.52939
H30 -4.52421 -1.27856 16.26582
H31 -3.71930 -1.51539 17.80477
H32 -6.07847 0.32457 17.46400
H33 -4.39082 0.82759 17.55100
H34 -5.17751 2.15397 22.98031
H35 -3.48269 1.75804 23.03002
H36 -5.63493 -0.19079 23.78817
H37 -5.00969 0.93936 25.02998
H38 -3.93442 -1.36744 24.88839
H39 -2.81480 -0.02681 24.83908
H40 -2.73893 -2.04326 23.02455
H41 -2.16523 -0.44721 22.66604
H42 -4.88890 -1.55345 22.06003
H43 -3.72527 -1.27610 20.84452
C38 -9.22171 7.57391 16.88815
N8 -8.23291 6.43685 16.83496
C39 -7.69761 5.91029 15.70541
C40 -6.97089 4.74768 15.75231
C41 -6.75935 4.21851 17.06439
N9 -7.24813 4.73099 18.18428
C42 -7.96739 5.87931 18.11960
O7 -8.28733 6.45097 19.14293
N10 -6.11583 3.04192 17.09766
H44 -10.25466 7.23829 17.09870
H45 -9.14696 8.06059 15.91089
H46 -8.78241 8.20012 17.67622
H47 -7.86292 6.50967 14.80425
H48 -6.50255 4.27094 14.87915
H49 -5.65202 2.77119 16.26068
H50 -6.09449 2.48427 17.95464

Results
LUMO level = -0.0139 Eh
spin multiplicity = 1
largest force on an atom = 3.2 eV/Å
energy relative to the best compared isomer or geometry (same formula, charge and spin) = 67.8 kcal per mole

[4]
Computed, not measured: C5H12NPS in the gas phase in a non-equilibrium geometry, with wB97M-V/def2-TZVPD.

CARTESIAN COORDINATES (ANGSTROEM)
C1 -0.54306 1.91341 -1.03974
C2 -0.33266 0.47410 -1.33488
N1 0.08142 -0.19806 -0.02381
C3 1.48975 -0.19505 0.30757
C4 2.00314 -1.70792 0.32782
C5 -0.79273 -0.48641 0.93478
P1 -2.71959 0.12260 0.48384
S1 -0.29483 -1.10471 2.35184
H1 -1.24418 1.87159 -0.25281
H2 0.46103 2.29555 -0.76413
H3 -0.97322 2.29554 -1.96535
H4 -1.37600 0.05116 -1.81905
H5 0.46785 0.28167 -2.00295
H6 1.66652 0.24943 1.23889
H7 1.99459 0.40169 -0.43252
H8 1.49171 -2.18922 1.08672
H9 1.92657 -2.27909 -0.59809
H10 3.01301 -1.68922 0.72209
H11 -3.15134 0.89093 1.57578
H12 -3.16798 -0.99798 1.20400

Results
LUMO level = 0.0213 Eh
spin multiplicity = 1
SMILES string = CCN(CC)C(P)=S
largest force on an atom = 3.6 eV/Å
energy relative to the best compared isomer or geometry (same formula, charge and spin) = 30.3 kcal per mole